Entry 1:
Computed, not measured: a cluster of 2 separate species, C3H11N2O in total in a non-equilibrium geometry, with ωB97M-V/def2-TZVPD.

Each line ends with the Mulliken charge.
Positions of all 17 atoms, in Å:
O (-1.44830, 1.15184, 2.27367)  -0.72
N (-0.82108, 0.23836, 0.02177)  -0.25
N (1.66748, -0.69578, -0.99414)  -0.68
C (-2.17188, 0.14370, 1.92755)  -0.31
C (2.13464, 0.67390, -1.25098)  -0.88
C (-1.68557, -0.70045, 0.77365)  -0.45
H (3.07334, 0.73424, -1.80650)  0.34
H (-0.55374, 0.96664, 0.71650)  0.40
H (1.65080, -1.19959, -1.87367)  0.21
H (-1.13043, -1.62488, 1.02070)  0.22
H (2.34777, -1.16366, -0.40624)  0.22
H (1.38599, 1.23719, -1.81161)  0.30
H (0.04556, -0.25016, -0.33238)  0.36
H (-1.35613, 0.64200, -0.73946)  0.37
H (-2.86585, -0.36167, 2.61080)  0.31
H (2.28050, 1.23012, -0.32444)  0.34
H (-2.55310, -1.02179, 0.19478)  0.24

Computed properties:
Strongest force on any atom (eV Å⁻¹): 1.792
Spin multiplicity: 2
Calculated total energy (hartree): -305.537419
Kohn-Sham gap (alpha / beta) (eV): 4.59 / 8.19
E_LUMO (alpha / beta) (eV): 0.38 / 0.32
Charge: 0
Relative energy (zero: lowest compared OMol25 entry of this formula, charge and spin) (eV): 0.936

Entry 2:
Computed, not measured: an isolated molecule of C4H6N4 in a non-equilibrium geometry, with ωB97M-V/def2-TZVPD.

Each line ends with the Mulliken charge.
Positions of all 14 atoms, in Å:
N (1.09371, -0.82595, 0.03678)  -0.60
N (-0.60754, 0.89500, 0.20053)  -0.17
N (-1.33751, -1.20700, 0.06471)  -0.16
N (1.90897, 0.25295, -0.10436)  -0.19
C (3.19350, 0.03054, 0.03390)  -0.35
C (-0.19422, -0.43305, 0.14644)  0.26
C (-1.95494, 0.91066, 0.02020)  -0.25
C (-2.44686, -0.36503, -0.10003)  -0.38
H (-0.01065, 1.72061, -0.19360)  0.34
H (-1.07773, -2.11044, -0.29919)  0.29
H (-3.49065, -0.60218, -0.06761)  0.36
H (3.87758, 0.94036, -0.37881)  0.22
H (-2.57955, 1.79635, 0.09253)  0.37
H (3.62590, -1.00282, 0.54851)  0.26

Computed properties:
Strongest force on any atom (eV Å⁻¹): 3.365
Calculated total energy (hartree): -374.952560
Kohn-Sham gap (eV): 8.27
E_LUMO (eV): 0.95
Charge: 0
Relative energy (zero: lowest compared OMol25 entry of this formula, charge and spin) (eV): 2.961

Entry 3:
Computed, not measured: an isolated molecule of C2H6N4O2S in a non-equilibrium geometry, with ωB97M-V/def2-TZVPD.

Each line ends with the Mulliken charge.
Positions of all 15 atoms, in Å:
S (-0.79044, -1.06776, 0.02587)  1.22
O (-1.97507, -1.20068, -0.71802)  -0.65
O (-0.69427, -1.55301, 1.38076)  -0.62
N (0.49097, -1.54260, -0.95891)  -0.67
N (-0.46880, 0.62321, 0.19784)  -0.21
N (1.71642, -1.16981, -0.49883)  0.21
N (-1.63728, 1.26432, 0.75691)  -0.61
C (-1.28039, 1.45201, -0.57845)  -0.11
C (2.06575, -0.35024, 0.46720)  -0.31
H (-0.81669, 2.36888, -0.90686)  0.29
H (-1.44637, 1.95400, 1.47436)  0.22
H (1.25069, -0.07268, 1.09554)  0.34
H (-1.98099, 0.84155, -1.23933)  0.24
H (2.52236, -1.44242, -1.10068)  0.27
H (3.04413, -0.10475, 0.60261)  0.38

Computed properties:
Strongest force on any atom (eV Å⁻¹): 4.017
Calculated total energy (hartree): -847.311397
Kohn-Sham gap (alpha / beta) (eV): 9.25 / 9.25
E_LUMO (alpha / beta) (eV): 0.06 / 0.06
Charge: 0
Relative energy (zero: lowest compared OMol25 entry of this formula, charge and spin) (eV): 2.783

Entry 4:
Computed, not measured: a structure of composition C36H37BF4N3O3S2SbTi in a non-equilibrium geometry, with ωB97M-V/def2-TZVPD.

Each line ends with the Mulliken charge.
Positions of all 88 atoms, in Å:
Sb (0.46340, -2.36158, 0.57610)  0.66
Ti (0.26659, 1.49700, 0.74894)  0.95
S (1.44078, 3.82028, -0.17237)  2.01
S (0.74238, 0.27345, -0.95348)  -0.61
F (1.82680, 0.27267, 1.97235)  -0.37
F (1.20657, 2.09889, 3.14069)  -0.32
F (-0.19880, 0.37268, 2.82341)  -0.28
F (1.60870, 0.12683, 4.30879)  -0.30
O (1.46480, 5.05101, 0.56589)  -0.72
O (2.04154, 2.63991, 0.47834)  -0.24
O (-1.68020, 0.69648, 0.57977)  0.58
N (-0.04371, 3.32269, -0.55548)  -0.47
N (-0.90587, 3.24315, 1.54895)  0.19
N (-3.48654, -0.63373, 0.54577)  0.23
C (-0.54798, -3.47656, 3.20738)  -0.74
C (-1.65727, -3.48726, -1.34804)  -0.47
C (3.91647, -3.61433, -1.86044)  -0.62
C (3.29726, 3.15201, -3.66829)  -1.01
C (-0.29477, -5.22975, -0.41841)  -0.10
C (-1.02665, -6.17540, -1.12429)  -0.68
C (-1.72885, 3.60419, 2.53210)  -0.34
C (-0.99129, 3.82003, 0.34811)  0.95
C (0.41894, -5.12460, 4.66591)  -0.45
C (-4.67421, 1.42598, 1.16657)  0.41
C (1.53754, -5.18272, 3.84457)  -0.70
C (-2.07827, -5.77745, -1.94293)  -0.47
C (4.81619, -2.68322, 0.16414)  -0.72
C (-4.18488, 0.05148, 1.65307)  -1.04
C (-5.08621, 1.45232, -0.32078)  -1.04
C (5.01188, -3.26388, -1.08209)  -0.47
C (-2.56412, 0.16235, -0.07838)  -0.57
C (0.56868, -3.53822, 2.37518)  0.40
C (4.00147, 4.33835, -3.87416)  1.01
C (-0.62678, -4.26722, 4.34645)  -0.62
C (2.62802, -3.39203, -1.38902)  -0.57
C (4.91683, 4.48007, -5.06173)  -1.41
C (-2.88116, 0.56118, -1.48127)  -0.56
C (-2.39213, -4.43043, -2.05774)  -0.54
C (1.61078, -4.39345, 2.70205)  -0.26
C (2.48483, 2.98555, -2.56281)  -0.15
C (-0.60466, -3.87661, -0.52008)  -0.05
C (-3.93960, 1.68588, -1.32754)  -0.01
C (-1.96228, 4.77119, 0.05386)  -1.30
C (-2.69164, 4.57500, 2.33742)  -1.13
C (2.36682, 4.03146, -1.65591)  -0.11
C (2.42528, -2.82533, -0.13322)  0.59
C (3.52866, -2.46070, 0.63441)  -0.60
C (3.04631, 5.22383, -1.83678)  -0.40
C (-2.81272, 5.15049, 1.07485)  -0.14
C (3.86215, 5.36908, -2.95168)  -0.86
B (1.16010, 0.70610, 3.16820)  0.27
H (-1.36092, -2.79708, 2.97455)  0.41
H (0.52003, -5.55107, 0.22131)  0.41
H (-3.28575, -0.28683, -2.03911)  0.45
H (3.38971, -1.98394, 1.59854)  0.51
H (-1.49879, -4.20923, 4.98620)  0.39
H (-5.63685, 0.53987, -0.57941)  0.32
H (-0.77701, -7.22574, -1.03577)  0.39
H (-3.41252, 2.59702, -1.03578)  -0.22
H (-4.13469, -1.03939, -0.11258)  0.43
H (4.39779, 6.29865, -3.10255)  0.33
H (4.43010, 4.14076, -5.97678)  0.36
H (1.77994, -3.66831, -2.00490)  0.38
H (-1.98826, 0.92923, -1.98128)  0.21
H (-1.58894, 3.09875, 3.48001)  0.45
H (-3.50765, 0.14612, 2.49880)  0.22
H (-5.50528, 1.75395, 1.79334)  0.54
H (-4.36678, 1.87174, -2.31378)  0.50
H (1.95592, 2.05670, -2.39748)  0.10
H (0.36427, -5.74149, 5.55383)  0.36
H (-3.56733, 5.90634, 0.89605)  0.47
H (-1.89160, -2.43290, -1.45697)  0.35
H (4.06300, -4.06080, -2.83647)  0.41
H (5.22872, 5.51396, -5.20158)  0.35
H (-3.20318, -4.11504, -2.70355)  0.39
H (-3.87623, 2.15675, 1.31367)  -0.44
H (-2.00938, 5.20437, -0.93520)  0.55
H (-5.79781, 2.26741, -0.46337)  0.47
H (5.81425, 3.87340, -4.92457)  0.31
H (-5.01062, -0.59221, 1.95118)  0.51
H (3.39628, 2.34140, -4.38114)  0.40
H (6.01613, -3.43795, -1.44768)  0.38
H (-2.64764, -6.51678, -2.49198)  0.36
H (2.48786, -4.45548, 2.06796)  0.41
H (5.66662, -2.39489, 0.76943)  0.41
H (2.93750, 6.01879, -1.11119)  0.51
H (2.35825, -5.84539, 4.09109)  0.39
H (-3.33836, 4.87219, 3.15076)  0.45

Computed properties:
Strongest force on any atom (eV Å⁻¹): 2.856
Calculated total energy (hartree): -4094.709783
Kohn-Sham gap (alpha / beta) (eV): 6.62 / 6.28
E_LUMO (alpha / beta) (eV): -0.40 / -0.76
Charge: 0
Relative energy (zero: lowest compared OMol25 entry of this formula, charge and spin) (eV): 2.402

Entry 5:
Computed, not measured: a cluster of 6 separate species, C34H71BN7O8S in total in a non-equilibrium geometry, with ωB97M-V/def2-TZVPD.

Each line ends with the Mulliken charge.
Positions of all 122 atoms, in Å:
S (-4.52298, -1.56617, -4.34026)  -0.19
O (5.10283, 0.53400, 0.36470)  -0.37
O (2.09244, 1.87284, -2.15535)  -0.45
O (1.23107, 0.38723, -3.57987)  -0.43
O (-1.06429, 3.39230, 2.07581)  -0.16
O (-3.93447, -1.91907, -1.29482)  -0.24
O (8.07383, 3.95586, -0.24670)  -0.32
O (-7.84464, 0.02368, -2.91113)  -0.24
O (0.12480, -6.50147, 1.60484)  -0.33
N (2.53404, 0.04817, 1.56659)  -0.25
N (-2.46657, -7.06808, 2.73093)  -0.70
N (-1.71401, -3.08170, -1.17575)  -0.20
N (10.29334, 5.34281, 0.96204)  -0.73
N (-2.07459, -1.31801, -2.97766)  0.64
N (-9.46091, -2.25600, -3.62790)  -0.71
N (0.11518, 1.15955, 3.45914)  -0.63
C (0.23283, 3.50743, 2.64861)  -0.83
C (-0.80423, 0.22946, -5.04287)  -0.28
C (-0.07681, -0.07816, -3.79590)  0.36
C (-2.78933, 3.76150, -2.00938)  -0.59
C (-0.22042, 2.32635, -2.52884)  0.45
C (7.50066, 4.64397, -1.34551)  -0.76
C (-2.80980, -1.02075, -4.11646)  0.00
C (10.48628, 4.58675, -0.28051)  0.35
C (-2.12988, 2.95539, -0.96885)  -0.71
C (4.82430, -0.71749, 0.97005)  -0.68
C (3.71845, -0.67932, 2.04009)  0.29
C (9.40497, 3.50521, -0.46141)  -0.76
C (-2.34552, -4.44736, -1.06237)  -0.97
C (-10.82800, -0.87796, -2.15863)  -1.40
C (0.51070, 2.52946, 3.80462)  0.61
C (-0.16737, 2.92282, 5.11558)  -1.60
C (-0.13633, -7.76447, 2.20512)  -0.72
C (4.16917, -0.07204, 3.36653)  -1.50
C (-8.27315, -0.89768, -1.91354)  -0.63
C (-1.20324, -2.62379, 0.14900)  -0.61
C (-2.16579, 3.83711, -3.33436)  -0.62
C (10.56923, 5.57018, -1.44590)  -1.39
C (1.10138, 1.55193, -2.73302)  -0.03
C (-0.76796, -0.87826, -2.80380)  -0.27
C (-0.90244, 3.13637, -3.53475)  -0.12
C (0.91195, -5.62357, 2.39183)  -0.63
C (-8.55316, 1.25372, -2.92259)  -0.78
C (-2.17652, -0.24458, -5.19880)  -0.56
C (-0.88311, -7.13733, 4.57968)  -1.39
C (-9.54159, -1.69252, -2.27522)  0.30
C (-2.09171, 4.04113, 2.80696)  -0.80
C (-0.87190, 2.24164, -1.19972)  -0.12
C (-1.27569, -7.75848, 3.24094)  0.31
C (5.94045, 1.38964, 1.12833)  -0.39
B (-2.63045, -2.11835, -1.79763)  0.15
H (5.15249, -0.44928, 3.65854)  0.38
H (6.41613, 4.53897, -1.27981)  0.27
H (0.43466, 4.54556, 2.93922)  0.46
H (-1.60125, -7.41802, 5.35257)  0.35
H (-2.99038, -4.47844, -0.14018)  0.31
H (1.66694, -6.15646, 2.97559)  0.37
H (2.17242, -0.42243, 0.73936)  -0.03
H (6.69726, 0.83309, 1.68838)  0.28
H (9.77508, 6.31760, -1.42311)  0.29
H (-0.86492, -6.04691, 4.54873)  0.28
H (-1.23142, 2.68255, 5.12769)  0.30
H (9.49076, 3.00823, -1.43584)  0.44
H (5.33767, 2.00035, 1.80388)  0.21
H (-0.42296, 1.62897, -0.38451)  0.71
H (-0.84558, 1.19794, 3.11999)  0.38
H (-2.71857, 0.02147, -6.13485)  0.44
H (4.47826, -1.36370, 0.15636)  0.34
H (2.85278, 0.95012, 1.21177)  0.28
H (-2.60471, 4.40317, -4.19436)  0.39
H (9.57639, 2.73377, 0.29593)  0.34
H (5.74397, -1.17229, 1.35791)  0.43
H (-0.05807, 3.99331, 5.31098)  0.35
H (-1.74157, 4.96281, 3.27849)  0.34
H (-2.93857, -4.60594, -2.00006)  0.39
H (7.72947, 5.70970, -1.28541)  0.24
H (-8.83808, 1.57288, -1.91676)  0.35
H (0.27023, -5.03122, 3.04799)  0.24
H (0.93082, 3.27136, 1.83871)  0.25
H (0.65131, 0.86267, 2.64300)  0.15
H (1.58992, 2.53908, 3.98804)  0.34
H (-9.43408, 1.17615, -3.56159)  0.25
H (11.51491, 6.11495, -1.41510)  0.35
H (-0.10065, -2.39304, 0.01139)  0.23
H (-1.23100, -3.45991, 0.90413)  0.04
H (10.34445, 4.69821, 1.74768)  0.27
H (-10.97557, -0.20128, -3.00132)  0.29
H (-2.50829, 3.36466, 3.55576)  0.28
H (1.42036, -4.93052, 1.71834)  0.17
H (3.46599, -0.33227, 4.16091)  0.36
H (3.42691, -1.71445, 2.24578)  0.29
H (-2.78980, -7.54987, 1.89471)  0.29
H (-2.62282, 2.88385, 0.02890)  0.38
H (-0.43762, -8.42051, 1.38285)  0.34
H (6.44731, 2.06828, 0.44091)  0.04
H (-8.37514, -0.39481, -0.94408)  0.41
H (4.21917, 1.01722, 3.33517)  0.25
H (-11.69468, -1.54095, -2.13225)  0.36
H (11.45237, 4.07540, -0.22462)  0.41
H (-7.45139, -1.61365, -1.80641)  0.26
H (10.51878, 5.04919, -2.40610)  0.34
H (-9.21002, -1.49732, -4.26024)  0.32
H (-7.90154, 2.01403, -3.35650)  0.23
H (-9.62148, -2.51974, -1.56321)  0.43
H (0.28564, 2.38677, 5.95187)  0.39
H (0.78445, -8.19097, 2.62088)  0.40
H (-2.16516, -6.15806, 2.38573)  0.26
H (-1.49675, -5.17852, -1.00791)  0.32
H (-8.66117, -2.88399, -3.67339)  0.25
H (7.83204, 4.23596, -2.30442)  0.35
H (-2.89508, 4.29160, 2.11057)  0.26
H (-0.25132, 0.84322, -5.79930)  0.51
H (-3.82976, -1.38821, -0.48114)  0.27
H (9.32685, 5.66517, 0.97552)  0.33
H (0.10212, -7.48497, 4.90188)  0.35
H (-5.37682, -0.62560, -3.77051)  0.24
H (-1.69135, -1.69513, 0.55167)  0.29
H (-0.19301, -1.13243, -1.87514)  0.41
H (-3.74033, 4.31822, -1.85024)  0.41
H (-0.42874, 3.19647, -4.54983)  0.39
H (-10.83745, -0.28469, -1.24012)  0.34
H (-1.54188, -8.80124, 3.43864)  0.44

Computed properties:
Strongest force on any atom (eV Å⁻¹): 3.404
Calculated total energy (hartree): -2745.972322
Kohn-Sham gap (eV): 5.72
E_LUMO (eV): -4.69
Charge: +1